No. 1
ORCA calculation (ωB97M-V/def2-TZVPD) on a molecular structure, C20H19Br36NO2 in a non-equilibrium geometry.

Energy (Eh): -93643.108118
Kohn-Sham gap (eV): 3.7
Largest force on an atom (hartree/bohr): 0.0333
Net charge: -2

Each line ends with the Löwdin charge.
Element x y z (Å)
1 O 1.853 -1.401 0.341  -0.27
2 C 1.430 -1.339 -0.872  -0.90
3 O 1.072 -2.369 -1.509  -0.26
4 N 1.358 -0.062 -1.453  -0.26
5 C 0.353 0.703 -0.689  -0.31
6 C -0.907 -0.130 -0.582  -0.23
7 C -1.448 -0.465 -1.805  -0.10
8 C -2.563 -1.268 -1.855  -0.23
9 C -3.136 -1.732 -0.668  -0.21
10 C -2.573 -1.386 0.556  -0.19
11 C -1.436 -0.559 0.623  -0.17
12 H 0.142 1.637 -1.223  0.07
13 H 0.690 0.969 0.322  0.05
14 H -0.922 -0.100 -2.667  -0.01
15 H -2.984 -1.509 -2.826  0.04
16 H -4.027 -2.351 -0.676  0.09
17 H -2.997 -1.733 1.490  0.09
18 H -0.959 -0.290 1.552  0.05
19 C 4.840 1.881 -0.079  -1.54
20 Br 6.063 1.932 1.467  0.45
21 Br 3.236 0.839 0.171  0.88
22 Br 4.415 3.681 -0.685  0.46
23 H 5.389 1.409 -0.881  -0.04
24 C 10.370 2.052 1.764  -1.65
25 Br 9.639 2.773 0.140  0.56
26 Br 9.221 2.360 3.276  0.54
27 Br 10.810 0.185 1.580  0.56
28 H 11.293 2.577 1.956  -0.04
29 C -3.879 1.571 3.601  -1.58
30 Br -2.334 1.720 4.733  0.54
31 Br -3.316 1.155 1.799  0.76
32 Br -5.140 0.271 4.266  0.53
33 H -4.385 2.525 3.601  -0.03
34 C 0.324 -0.389 -5.827  -1.58
35 Br 0.859 -0.273 -3.964  0.76
36 Br -1.327 -1.387 -6.003  0.49
37 Br 0.204 1.353 -6.679  0.47
38 H 1.078 -0.947 -6.366  -0.04
39 C 1.124 -2.359 3.363  -1.62
40 Br 2.971 -2.800 3.136  0.58
41 Br 0.232 -3.576 4.579  0.52
42 Br 0.858 -0.526 3.882  0.55
43 H 0.664 -2.471 2.384  -0.04
44 C 4.368 4.154 -4.793  -1.64
45 Br 6.059 4.628 -3.996  0.53
46 Br 4.582 3.749 -6.673  0.53
47 Br 3.474 2.743 -3.859  0.58
48 H 3.738 5.030 -4.736  -0.03
49 C -6.040 -3.785 5.905  -1.64
50 Br -7.128 -2.547 4.917  0.55
51 Br -4.881 -2.878 7.139  0.57
52 Br -7.109 -5.129 6.781  0.55
53 H -5.410 -4.296 5.191  -0.02
54 C 0.221 3.796 7.752  -1.65
55 Br 0.616 5.464 6.875  0.56
56 Br -1.583 3.763 8.431  0.55
57 Br 0.580 2.292 6.619  0.56
58 H 0.880 3.722 8.604  -0.04
59 C -5.690 2.080 -2.144  -1.62
60 Br -5.009 0.371 -1.587  0.74
61 Br -5.710 2.231 -4.068  0.55
62 Br -7.425 2.491 -1.387  0.52
63 H -5.002 2.828 -1.773  -0.10
64 C -2.532 5.388 -2.443  -1.63
65 Br -1.995 3.641 -1.869  0.65
66 Br -2.546 5.537 -4.363  0.56
67 Br -4.236 5.884 -1.675  0.55
68 H -1.803 6.095 -2.075  -0.03
69 C -2.466 -5.598 -5.078  -1.65
70 Br -3.232 -7.106 -4.145  0.54
71 Br -2.439 -4.019 -3.995  0.62
72 Br -0.719 -6.015 -5.774  0.56
73 H -3.103 -5.400 -5.927  -0.04
74 C 3.113 -5.904 0.059  -1.62
75 Br 2.016 -4.425 -0.495  0.78
76 Br 4.697 -5.345 1.032  0.48
77 Br 2.100 -7.190 1.099  0.48
78 H 3.459 -6.422 -0.824  -0.05



No. 2
ORCA calculation (ωB97M-V/def2-TZVPD) on a single C20H19ClN2O4 molecule.

Energy (Eh): -1644.229133
Energy relative to the best compared isomer or geometry (same formula, charge and spin) (kJ/mol): 5.5
Kohn-Sham gap (eV): 8.6
SMILES string: CCCCc1cc(=O)oc2cc(OCC(=O)Nc3cccnc3)c(Cl)cc12
Largest force on an atom (hartree/bohr): 0.0192
Net charge: 0

Each line ends with the natural charge from an NBO analysis.
Element x y z (Å)
1 C -5.897 -2.127 -1.502  -0.60
2 C -4.620 -1.301 -1.427  -0.40
3 C -4.883 0.087 -0.844  -0.39
4 C -3.608 0.918 -0.706  -0.44
5 C -2.650 0.492 0.369  0.11
6 C -2.944 -0.422 1.319  -0.35
7 C -2.011 -0.829 2.350  0.74
8 O -2.234 -1.643 3.209  -0.56
9 O -0.772 -0.235 2.331  -0.47
10 C -0.451 0.699 1.418  0.43
11 C 0.828 1.247 1.522  -0.35
12 C 1.242 2.225 0.637  0.30
13 O 2.456 2.831 0.647  -0.48
14 C 3.376 2.483 1.658  -0.17
15 C 3.960 1.068 1.505  0.65
16 O 4.370 0.448 2.457  -0.59
17 N 3.968 0.658 0.214  -0.60
18 C 4.393 -0.565 -0.310  0.10
19 C 4.935 -1.589 0.462  -0.20
20 C 5.319 -2.757 -0.175  -0.24
21 C 5.150 -2.862 -1.547  0.01
22 N 4.634 -1.892 -2.284  -0.40
23 C 4.266 -0.779 -1.685  0.01
24 C 0.352 2.638 -0.373  -0.09
25 Cl 0.878 3.848 -1.486  0.02
26 C -0.904 2.096 -0.481  -0.18
27 C -1.341 1.109 0.412  -0.18
28 H -6.316 -2.275 -0.509  0.20
29 H -6.642 -1.625 -2.116  0.20
30 H -5.696 -3.103 -1.937  0.21
31 H -3.883 -1.827 -0.818  0.20
32 H -4.200 -1.192 -2.430  0.20
33 H -5.564 0.620 -1.510  0.21
34 H -5.383 0.000 0.122  0.20
35 H -3.081 0.899 -1.663  0.22
36 H -3.880 1.959 -0.505  0.23
37 H -3.899 -0.917 1.373  0.23
38 H 1.464 0.876 2.309  0.25
39 H 4.195 3.203 1.562  0.23
40 H 2.943 2.582 2.659  0.21
41 H 3.605 1.312 -0.470  0.41
42 H 5.049 -1.467 1.527  0.26
43 H 5.743 -3.572 0.391  0.22
44 H 5.437 -3.754 -2.086  0.19
45 H 3.848 -0.012 -2.327  0.19
46 H -1.553 2.449 -1.265  0.24



No. 3
ORCA calculation (ωB97M-V/def2-TZVPD) on a single C20H19F3N2O3S2 molecule in a non-equilibrium geometry.

Energy (Eh): -2204.503300
Energy relative to the best compared isomer or geometry (same formula, charge and spin) (kJ/mol): 450.4
Kohn-Sham gap (eV): 5.0
Largest force on an atom (hartree/bohr): 0.0779
Net charge: 0

Each line ends with the natural charge from an NBO analysis.
Element x y z (Å)
1 C -1.686 3.366 3.359  -0.21
2 C -2.387 2.208 2.931  -0.20
3 C -1.791 1.316 2.020  -0.21
4 C -0.509 1.561 1.534  -0.04
5 C 0.162 0.646 0.512  -0.32
6 C 1.378 0.169 1.317  0.40
7 N 1.598 -0.991 1.886  -0.32
8 C 2.942 -1.364 2.396  -0.22
9 C 2.793 -2.748 3.019  -0.42
10 C 1.291 -3.015 3.149  -0.41
11 C 0.550 -1.937 2.318  -0.24
12 C 0.189 2.708 1.977  -0.17
13 C -0.386 3.609 2.874  -0.23
14 H -2.137 4.033 4.094  0.22
15 H -3.361 1.956 3.376  0.22
16 H -2.287 0.393 1.689  0.23
17 H -0.454 -0.246 0.281  0.26
18 H 2.086 0.974 1.526  0.21
19 H 3.670 -1.365 1.581  0.23
20 H 3.289 -0.626 3.136  0.22
21 H 3.289 -3.501 2.409  0.22
22 H 3.302 -2.787 3.982  0.23
23 H 1.079 -4.036 2.821  0.24
24 H 1.021 -2.962 4.203  0.22
25 H -0.231 -1.464 2.933  0.23
26 H 0.088 -2.429 1.450  0.25
27 H 1.231 2.880 1.659  0.20
28 H 0.203 4.454 3.292  0.22
29 F -2.784 0.605 -7.424  -0.34
30 C -2.712 -0.255 -6.357  0.85
31 F -3.969 -0.649 -6.021  -0.32
32 F -2.076 -1.378 -6.793  -0.32
33 S -1.798 0.689 -5.010  0.37
34 N -1.873 -0.818 -3.971  -0.78
35 C -2.341 -0.260 -2.708  0.69
36 O -3.513 -0.138 -2.401  -0.51
37 C -1.079 0.070 -1.990  -0.16
38 C 0.005 -0.830 -2.206  -0.60
39 C 1.353 -0.528 -1.889  -0.14
40 C 1.686 0.648 -1.289  -0.35
41 C 0.560 1.429 -0.755  -0.27
42 C -0.797 1.232 -1.348  -0.24
43 S -0.116 -1.353 -3.935  2.22
44 O -0.162 -2.772 -4.162  -0.90
45 O 0.792 -0.479 -4.644  -0.90
46 H 2.088 -1.292 -2.151  0.22
47 H 2.711 0.938 -1.059  0.21
48 H 0.726 2.485 -0.579  0.23
49 H -1.634 1.853 -1.032  0.23



No. 4
ORCA calculation (ωB97M-V/def2-TZVPD) on a single C20H19FN6O2 molecule in a non-equilibrium geometry.

Energy (Eh): -1352.369002
Energy relative to the best compared isomer or geometry (same formula, charge and spin) (kJ/mol): 352.4
Kohn-Sham gap (eV): 8.0
SMILES string: Nc1ccc(-c2ccc(F)cc2)nc1NC(=O)N1Cc2cn(C3COC3)nc2C1
Largest force on an atom (hartree/bohr): 0.0654
Net charge: 0

Each line ends with the natural charge from an NBO analysis.
Element x y z (Å)
1 N -2.822 0.501 3.947  -0.82
2 C -2.643 -0.519 2.998  0.13
3 C -3.614 -1.484 2.885  -0.22
4 C -3.530 -2.431 1.872  -0.22
5 C -2.435 -2.478 1.038  0.15
6 C -2.308 -3.501 -0.035  -0.09
7 C -1.374 -3.293 -1.060  -0.16
8 C -1.113 -4.218 -2.041  -0.28
9 C -1.856 -5.400 -2.136  0.39
10 F -1.698 -6.258 -3.191  -0.33
11 C -2.785 -5.667 -1.128  -0.28
12 C -3.006 -4.717 -0.092  -0.17
13 N -1.445 -1.549 1.190  -0.46
14 C -1.552 -0.553 2.070  0.34
15 N -0.468 0.268 1.907  -0.62
16 C -0.279 1.605 2.150  0.81
17 O -1.165 2.251 2.708  -0.68
18 N 0.963 2.167 1.833  -0.43
19 C 2.055 1.378 1.178  -0.22
20 C 2.836 2.482 0.594  -0.15
21 C 3.972 2.646 -0.133  -0.04
22 N 4.042 4.035 -0.310  -0.17
23 C 5.096 4.618 -1.177  -0.09
24 C 6.490 4.695 -0.562  -0.06
25 O 6.542 6.113 -0.807  -0.52
26 C 5.168 6.102 -1.313  -0.07
27 N 2.990 4.701 0.310  -0.24
28 C 2.285 3.732 0.829  0.13
29 C 1.093 3.629 1.711  -0.23
30 H -3.810 0.715 4.142  0.37
31 H -2.336 1.369 3.705  0.42
32 H -4.415 -1.542 3.584  0.22
33 H -4.326 -3.164 1.827  0.21
34 H -0.748 -2.400 -1.019  0.23
35 H -0.336 -4.036 -2.769  0.22
36 H -3.435 -6.523 -1.188  0.23
37 H -3.712 -4.993 0.704  0.21
38 H 0.215 -0.158 1.252  0.42
39 H 1.722 0.703 0.383  0.20
40 H 2.682 0.856 1.870  0.21
41 H 4.685 1.883 -0.495  0.23
42 H 5.071 4.036 -2.102  0.21
43 H 6.575 4.394 0.486  0.19
44 H 7.175 4.084 -1.177  0.17
45 H 4.558 6.674 -0.607  0.21
46 H 4.986 6.521 -2.320  0.19
47 H 1.211 4.080 2.690  0.22
48 H 0.196 4.045 1.203  0.22



No. 5
ORCA calculation (ωB97M-V/def2-TZVPD) on a molecular structure, C20H19IrN3O3S2.

Expectation value of S²: 0.778
Energy (Eh): -2063.551473
Energy relative to the best compared isomer or geometry (same formula, charge and spin) (kJ/mol): 90.2
Kohn-Sham gap (spin up / spin down) (eV): 6.0 / 3.8
Largest force on an atom (hartree/bohr): 0.0103
Spin multiplicity: 2
Net charge: +2

Each line ends with the Mulliken spin population.
Element x y z (Å)
1 Ir 1.088 -1.207 -0.603  0.24
2 C -1.292 -2.566 -1.953  0.00
3 O -0.895 -1.355 -1.248  0.01
4 C -1.366 -0.116 -1.712  0.00
5 C -2.016 0.018 -2.924  0.00
6 C -2.448 1.277 -3.322  0.00
7 C -2.221 2.389 -2.521  0.00
8 C -1.565 2.245 -1.315  0.00
9 C -1.117 0.992 -0.890  0.00
10 N -0.548 0.925 0.386  0.00
11 N 0.026 -0.130 0.747  -0.02
12 C 0.045 -0.618 2.001  0.00
13 C 0.605 -1.930 2.047  0.00
14 O 0.982 -2.467 0.933  0.00
15 C 0.658 -2.652 3.258  0.00
16 C 0.104 -2.088 4.360  0.00
17 C -0.534 -0.804 4.352  0.00
18 C -1.097 -0.312 5.533  0.00
19 C -1.727 0.915 5.554  0.00
20 C -1.798 1.665 4.387  0.00
21 C -1.243 1.204 3.203  0.00
22 C -0.605 -0.037 3.162  0.00
23 H -0.795 -2.607 -2.921  0.00
24 H -2.373 -2.561 -2.056  0.00
25 H -0.979 -3.388 -1.316  0.00
26 H -2.203 -0.836 -3.557  0.00
27 H -2.974 1.378 -4.262  0.00
28 H -2.573 3.363 -2.831  0.00
29 H -1.392 3.091 -0.662  0.00
30 H 1.103 -3.637 3.259  0.00
31 H 0.119 -2.627 5.300  0.00
32 H -1.036 -0.910 6.433  0.00
33 H -2.163 1.289 6.470  0.00
34 H -2.294 2.626 4.395  0.00
35 H -1.313 1.815 2.319  0.00
36 S 5.521 -0.981 0.824  0.67
37 C 4.026 -1.000 0.299  -0.15
38 N 2.915 -1.008 -0.098  0.24
39 C 3.465 1.258 -2.712  0.00
40 S 1.685 1.157 -2.757  0.00
41 C 1.417 1.157 -4.514  0.00
42 O 1.336 -0.331 -2.421  0.00
43 H 3.906 0.450 -3.294  0.00
44 H 3.774 1.223 -1.670  0.00
45 H 3.735 2.230 -3.126  0.00
46 H 1.677 2.145 -4.895  0.00
47 H 0.356 0.974 -4.669  0.00
48 H 2.025 0.381 -4.976  0.00